(1)
Below is a molecular structure, C31H23KN5O4 in a non-equilibrium geometry, with properties calculated with ωB97M-V with the def2-TZVPD basis set.

Positions of all 64 atoms, in Å:
K  -20.8950  5.9415  -10.9221
O  -19.9016  9.2553  -14.0465
C  -20.0420  8.0735  -13.3619
O  -19.4603  7.8417  -12.3179
C  -20.8153  7.0707  -14.1875
C  -21.2855  7.3173  -15.5074
C  -21.8891  6.2196  -16.1610
C  -21.8887  5.0193  -15.4974
C  -21.5962  4.9369  -14.1013
N  -21.0577  5.9667  -13.4826
C  -21.8988  3.6810  -13.2973
O  -22.0393  2.6264  -14.0347
O  -21.9742  3.7616  -12.0420
H  -19.2357  9.8249  -13.5737
H  -21.0378  8.2661  -15.9855
H  -22.4037  6.3097  -17.1499
H  -22.2237  4.0606  -15.9217
N  -22.6846  0.6916  -12.3629
C  -21.9059  -0.2669  -11.7354
C  -21.0983  -1.1052  -12.5058
C  -20.4248  -2.1346  -11.8777
C  -20.7666  -2.5240  -10.5537
C  -21.5005  -1.6241  -9.7365
C  -22.0390  -0.4902  -10.2999
C  -22.8629  0.4675  -9.4969
C  -22.9799  0.5012  -8.1364
C  -23.8682  1.3940  -7.5425
C  -24.8207  2.0366  -8.3323
C  -24.6337  2.0700  -9.7273
C  -23.6364  1.2547  -10.2878
H  -22.3283  1.3521  -13.1409
H  -23.3489  1.1540  -11.4381
H  -20.8303  -0.7553  -13.4841
H  -19.6677  -2.7515  -12.4322
H  -20.6380  -3.5486  -10.2004
H  -21.7191  -1.8914  -8.7066
H  -22.4081  -0.2464  -7.5483
H  -23.8532  1.4757  -6.4547
H  -25.6627  2.6061  -7.8969
H  -25.2086  2.7123  -10.3960
N  -15.7938  2.6827  -6.8385
C  -14.4767  2.5524  -6.3319
C  -13.8864  2.3845  -5.0353
C  -12.5370  2.4754  -4.9152
C  -11.6624  2.4526  -6.0209
C  -12.2036  2.4304  -7.3345
C  -13.6061  2.5821  -7.5057
N  -14.3582  2.6929  -8.6344
C  -15.6246  2.7937  -8.1984
C  -16.7559  3.1485  -9.0080
C  -17.9161  3.6234  -8.3561
C  -18.8603  4.2585  -9.1213
N  -18.8039  4.3504  -10.4793
C  -17.6839  3.9134  -11.1168
C  -16.6727  3.2470  -10.4158
H  -16.6683  2.3565  -6.4306
H  -14.4947  2.2783  -4.1302
H  -12.0628  2.6528  -3.9878
H  -10.6003  2.4858  -5.7923
H  -11.6306  2.3568  -8.2974
H  -18.0461  3.5684  -7.2957
H  -19.7694  4.6807  -8.6771
H  -17.6002  4.0280  -12.1828
H  -15.8566  2.8191  -10.9056

Charge ... -1
Frontier orbital gap (alpha / beta) ... 0.2180 / 0.1036 hartree
LUMO level (alpha / beta) ... 1.4 / 1.4 eV
E_HOMO (alpha / beta) ... -4.53 / -1.41 eV
Energy relative to the best compared isomer or geometry (same formula, charge and spin) ... 37.58 kJ/mol
E_tot ... -2369.78041 a.u.



(2)
Below is a molecular structure, C31H23N11O5SY, with properties calculated with ωB97M-V with the def2-TZVPD basis set.

Positions of all 72 atoms, in Å:
Y  0.0893  0.0103  0.1868
N  4.6239  0.8016  -0.0149
C  3.7235  -0.1701  -0.0534
N  2.5046  0.3566  -0.0680
C  2.7624  1.7114  -0.0340
N  4.0346  2.0085  -0.0068
C  1.7194  2.7585  -0.0630
C  2.0285  4.1136  -0.0740
N  1.0719  5.0298  -0.1200
C  -0.1894  4.6223  -0.1576
C  -0.5226  3.2717  -0.1501
N  0.4429  2.3527  -0.1045
H  5.6312  0.7247  0.0159
H  3.9796  -1.2167  -0.0642
H  3.0546  4.4551  -0.0454
H  -0.9635  5.3771  -0.1982
H  -1.5496  2.9291  -0.1914
C  -7.1156  -3.4341  6.2307
O  -5.7933  -3.3702  5.7176
C  -5.5282  -4.0255  4.5688
C  -4.1911  -4.0012  4.1624
C  -3.8083  -4.6178  2.9916
C  -4.7590  -5.2817  2.2240
C  -6.0734  -5.3636  2.6538
C  -6.4757  -4.7102  3.8104
N  -4.4313  -6.0236  1.0398
N  -3.7349  -5.5460  0.1441
C  -3.3143  -4.1623  0.1660
C  -4.1918  -3.1216  0.0910
C  -3.7234  -1.7966  -0.0478
C  -2.3859  -1.5199  -0.0968
O  -1.8989  -0.2567  -0.2073
C  -1.4477  -2.5995  -0.0231
N  -0.0994  -2.3216  -0.0543
C  0.7607  -3.3262  -0.0237
C  0.3760  -4.6685  0.0269
C  -0.9605  -4.9643  0.0835
C  -1.9140  -3.9267  0.0735
H  -7.1003  -2.8697  7.1578
H  -7.4013  -4.4676  6.4377
H  -7.8300  -2.9819  5.5391
H  -3.4703  -3.5068  4.7991
H  -2.7656  -4.6075  2.7009
H  -6.7834  -5.9404  2.0767
H  -7.5087  -4.7659  4.1206
H  -5.2564  -3.3041  0.1397
H  -4.4297  -0.9802  -0.1124
H  1.8132  -3.0644  -0.0463
H  1.1302  -5.4409  0.0324
H  -1.3067  -5.9888  0.1265
O  2.0254  -2.8063  9.7503
S  2.6806  -1.7197  9.0576
O  3.3204  -2.0806  7.8057
O  3.4128  -0.7853  9.8793
C  1.2546  -0.7288  8.5098
N  0.4496  -0.1733  9.4260
C  -0.5849  0.5080  8.9834
C  -0.8764  0.6738  7.6223
C  0.0196  0.0599  6.7691
N  1.0643  -0.6281  7.2116
C  -0.0493  0.0845  5.2840
C  -0.9760  0.8148  4.5421
C  -0.9150  0.7748  3.1652
N  0.0084  0.0570  2.5013
C  0.8917  -0.6629  3.2227
C  0.8999  -0.6774  4.5918
H  -1.2299  0.9541  9.7339
H  -1.7392  1.2372  7.3000
H  -1.7354  1.4133  5.0240
H  -1.6302  1.3213  2.5590
H  1.6160  -1.2497  2.6643
H  1.6211  -1.2469  5.1663

Charge ... +1
Frontier orbital gap ... 0.1414 hartree
LUMO level ... -5.0 eV
E_HOMO ... -8.89 eV
Energy relative to the best compared isomer or geometry (same formula, charge and spin) ... 0.00 kJ/mol
E_tot ... -2609.97520 a.u.



(3)
Below is a molecular structure, C31H24BrIrP2S2, with properties calculated with ωB97M-V with the def2-TZVPD basis set.

Positions of all 61 atoms, in Å:
Ir  -0.0258  0.6096  -2.5966
S  2.0095  -0.8266  -2.6788
P  1.6285  -0.7071  -0.6865
C  0.0335  -0.1207  -0.5972
P  -1.5492  -0.7385  -0.6259
S  -1.9928  -0.9314  -2.6036
C  -2.6485  0.4603  0.1577
C  -2.2037  1.7530  0.4139
C  -3.0736  2.6838  0.9645
C  -4.3815  2.3238  1.2586
C  -4.8250  1.0326  1.0032
C  -3.9605  0.1009  0.4525
C  -1.8101  -2.2812  0.2828
C  -2.2707  -3.4321  -0.3425
C  -2.3773  -4.6143  0.3799
C  -2.0104  -4.6464  1.7167
C  -1.5451  -3.4957  2.3433
C  -1.4489  -2.3133  1.6297
C  1.9208  -2.2837  0.1458
C  1.2223  -3.3875  -0.3477
C  1.3296  -4.6137  0.2839
C  2.1428  -4.7466  1.4036
C  2.8512  -3.6574  1.8861
C  2.7419  -2.4218  1.2591
C  2.6849  0.5259  0.1062
C  2.3076  1.0139  1.3576
C  3.0607  2.0018  1.9701
C  4.1867  2.5099  1.3314
C  4.5587  2.0292  0.0858
C  3.8078  1.0358  -0.5304
H  -1.1849  2.0249  0.1678
H  -2.7289  3.6916  1.1564
H  -5.0594  3.0517  1.6857
H  -5.8452  0.7540  1.2326
H  -4.3057  -0.9071  0.2515
H  -2.5343  -3.4014  -1.3927
H  -2.7410  -5.5113  -0.1045
H  -2.0862  -5.5707  2.2752
H  -1.2568  -3.5236  3.3861
H  -1.0845  -1.4125  2.1115
H  0.6028  -3.2793  -1.2310
H  0.7814  -5.4661  -0.0952
H  2.2289  -5.7066  1.8968
H  3.4931  -3.7664  2.7506
H  3.2940  -1.5709  1.6368
H  1.4117  0.6341  1.8357
H  2.7653  2.3849  2.9381
H  4.7690  3.2898  1.8049
H  5.4280  2.4346  -0.4148
H  4.0761  0.6703  -1.5135
Br  -0.0507  7.3669  -2.7296
C  -0.0388  5.4687  -2.7173
C  -0.6678  4.7780  -3.7395
C  -0.6542  3.3896  -3.7231
C  -0.0290  2.6732  -2.6972
C  0.5906  3.4119  -1.6817
C  0.5973  4.8002  -1.6850
H  -1.1596  5.3166  -4.5381
H  -1.1481  2.8621  -4.5303
H  1.0868  2.8966  -0.8646
H  1.0871  5.3537  -0.8950

Frontier orbital gap (alpha / beta) ... 0.2583 / 0.2510 hartree
LUMO level (alpha / beta) ... 0.5 / -1.4 eV
E_HOMO (alpha / beta) ... -6.55 / -8.18 eV
Energy relative to the best compared isomer or geometry (same formula, charge and spin) ... 0.00 kJ/mol
Spin multiplicity ... 5
E_tot ... -5353.06950 a.u.



(4)
Below is a molecular structure, C31H24GaN3O3PS in a non-equilibrium geometry, with properties calculated with ωB97M-V with the def2-TZVPD basis set.

Positions of all 64 atoms, in Å:
Ga  0.2142  1.4544  -0.2247
O  3.9378  1.0233  -1.8175
C  2.7445  1.2159  -1.5951
N  2.1396  1.0552  -0.3853
C  2.8720  0.7562  0.8268
C  2.1064  1.3225  1.9829
C  2.5304  1.2168  3.2927
C  1.8583  1.8418  4.3480
C  0.7066  2.5744  3.9803
C  0.2622  2.5849  2.6670
N  0.9862  2.0186  1.6424
C  1.8788  1.8289  -2.5871
C  2.3398  2.1800  -3.8563
C  1.5545  3.0137  -4.6365
C  0.3180  3.4369  -4.1501
C  -0.0748  3.0178  -2.8868
N  0.6008  2.1508  -2.1222
H  3.0190  -0.3436  0.9648
H  3.9352  1.2015  0.8505
H  3.3393  0.5188  3.5060
H  2.2627  1.7643  5.3700
H  0.1136  3.0705  4.7394
H  -0.5958  3.1525  2.3423
H  3.3770  1.9921  -4.1019
H  1.8630  3.3433  -5.6159
H  -0.3990  3.9871  -4.7012
H  -0.9950  3.3715  -2.4161
O  -3.1791  3.4699  -1.0594
C  -2.5742  2.6710  -0.3377
O  -1.2556  2.7100  -0.1217
C  -3.3143  1.5616  0.3141
C  -4.6039  1.3057  0.0580
C  -5.1526  0.0300  0.1527
C  -4.4819  -1.1724  -0.0278
C  -3.1190  -1.4640  -0.0632
C  -2.1503  -0.6728  0.4575
P  -0.4023  -0.7878  0.0864
C  -0.3535  -2.0452  -1.2437
C  -0.6120  -1.7659  -2.5667
C  -0.4953  -2.7225  -3.5783
C  0.0984  -3.9407  -3.2906
C  0.3977  -4.2855  -1.9662
C  0.0496  -3.3647  -0.9401
C  0.3502  -1.5676  1.5673
C  -0.3742  -1.5588  2.7588
C  0.1354  -2.2799  3.8636
C  1.3558  -2.9458  3.8083
C  2.0988  -2.8428  2.5625
C  1.5952  -2.2033  1.4709
H  -5.2528  2.1404  -0.3615
H  -6.2411  -0.0893  0.2287
H  -5.0925  -2.0505  -0.1434
H  -2.8098  -2.3601  -0.6536
H  -0.9666  -0.7637  -2.8877
H  -0.6801  -2.5230  -4.6624
H  0.4748  -4.5345  -4.1537
H  0.8022  -5.2883  -1.7168
H  0.1629  -3.7520  0.0598
H  -1.3645  -1.0990  2.7931
H  -0.4034  -2.2083  4.8329
H  1.8284  -3.4287  4.7079
H  3.0965  -3.3978  2.5379
H  2.1071  -2.1594  0.5186
S  -2.5694  0.6357  1.5790

Charge ... -1
Frontier orbital gap (alpha / beta) ... 0.1663 / 0.1408 hartree
LUMO level (alpha / beta) ... 2.1 / 2.1 eV
E_HOMO (alpha / beta) ... -2.38 / -1.69 eV
Energy relative to the best compared isomer or geometry (same formula, charge and spin) ... 457.94 kJ/mol
E_tot ... -4250.05406 a.u.